No. 1
Computed, not measured: a 2-piece molecular cluster, C6H12OP overall at a distorted geometry, with ωB97M-V/def2-TZVPD.

Calculated values
- Strongest force on any atom: 4.8 eV Å⁻¹
- Frontier orbital gap (spin up / spin down): 8.952 / 6.687 eV
- Multiplicity: 1
- Energy above the lowest of the compared OMol25 structures with the same formula, charge and spin: 75.8 kcal/mol
- Total charge: +1

Geometry (Å):
C (-0.62075, -2.08145, 0.90246)
C (-0.02822, -2.48022, -0.21592)
C (-0.86517, -0.63027, 1.18210)
C (0.58160, -1.42311, -1.11075)
C (-1.70158, 1.85190, -0.71041)
C (2.66076, 1.89790, 0.69142)
O (-0.75025, 0.88086, -1.14300)
P (0.19513, 0.09895, -0.13310)
H (-1.07913, -2.91948, 1.37302)
H (0.05666, -3.40291, -0.70728)
H (-1.81088, -0.31908, 0.87482)
H (-0.53734, -0.40919, 2.15742)
H (1.73265, -1.70096, -1.29479)
H (0.16497, -1.27078, -2.02747)
H (-2.68334, 1.49299, -0.24210)
H (-2.07386, 2.17559, -1.61401)
H (-1.29786, 2.63007, -0.21208)
H (3.19179, 1.21296, 1.45507)
H (2.17197, 2.78313, 1.10993)
H (2.69285, 1.61311, -0.33534)

Atoms 1-2, force components in eV/Å:
-0.476 -1.726 -1.417
0.378 2.471 -1.000

***

No. 2
Computed, not measured: a 3-piece molecular cluster, C3H11NO4 overall at a distorted geometry, with ωB97M-V/def2-TZVPD.

Calculated values
- Strongest force on any atom: 4.6 eV Å⁻¹
- Frontier orbital gap (spin up / spin down): 12.087 / 6.121 eV
- Multiplicity: 2
- Energy above the lowest of the compared OMol25 structures with the same formula, charge and spin: 11.4 kcal/mol
- Total charge: +1

Geometry (Å):
C (1.13533, 1.19833, 1.60793)
N (0.87808, 1.14686, 0.15602)
C (-0.04389, 0.24221, -0.29777)
O (-0.15041, 0.33043, -1.60586)
O (-0.78280, -0.38508, 0.44079)
C (2.63636, 0.92487, 1.84213)
H (0.55985, 0.39235, 2.07415)
H (0.87880, 2.12354, 2.12082)
H (1.34822, 1.70496, -0.56125)
H (-1.02095, 0.02716, -2.05407)
H (2.98102, 1.45574, 2.74460)
H (2.84898, -0.10414, 2.14377)
H (3.31847, 1.13490, 1.00117)
H (-1.96025, -3.64376, -1.68960)
H (-1.77762, -2.43986, -0.65610)
O (-2.24552, -2.74449, -1.44406)
H (-3.37581, 0.05423, -1.63876)
H (-2.57905, -1.19496, -1.97769)
O (-2.64880, -0.22330, -2.20621)

Atoms 1-2, force components in eV/Å:
0.771 -1.068 -0.480
0.872 0.632 2.733

***

No. 3
Computed, not measured: a single C3H6N2O2 molecule at a distorted geometry, with ωB97M-V/def2-TZVPD.

Calculated values
- SMILES string: CC(=O)O/C=N/N
- Strongest force on any atom: 1.6 eV Å⁻¹
- Frontier orbital gap: 9.830 eV
- Multiplicity: 1
- Energy above the lowest of the compared OMol25 structures with the same formula, charge and spin: 55.0 kcal/mol

Geometry (Å):
C (-2.60619, -0.59894, -0.01993)
C (-1.37055, 0.24579, -0.00914)
C (0.96958, 0.17892, -0.11825)
H (-3.49018, 0.05492, -0.09135)
H (-2.63112, -1.34414, -0.83431)
H (-2.58705, -1.15979, 0.90311)
H (0.93096, 1.26719, -0.38043)
H (3.91227, -0.38189, 0.33453)
H (3.20321, 1.14811, 0.26519)
N (2.01528, -0.52754, 0.02953)
N (3.20532, 0.17931, -0.08562)
O (-1.31874, 1.44639, 0.03072)
O (-0.23278, -0.50832, -0.02403)

Atoms 1-2, force components in eV/Å:
-0.294 0.084 -0.473
0.564 0.451 -0.326

***

No. 4
Computed, not measured: a single C23H25N3O4 molecule, with ωB97M-V/def2-TZVPD.

Calculated values
- SMILES string: Cc1cc(C)cc(-n2c(=O)c3ccccc3n(CC(=O)NC[C@H]3CCCO3)c2=O)c1
- Strongest force on any atom: 0.7 eV Å⁻¹
- Frontier orbital gap: 9.107 eV
- Multiplicity: 1
- Energy above the lowest of the compared OMol25 structures with the same formula, charge and spin: 5.3 kcal/mol

Geometry (Å):
C (4.88545, 3.55756, 0.92702)
C (3.77465, 2.66261, 1.38513)
C (2.75017, 2.32911, 0.50922)
C (1.73085, 1.49434, 0.93009)
C (1.71191, 0.98447, 2.21501)
C (2.72317, 1.31923, 3.10556)
C (3.74443, 2.15490, 2.67633)
H (4.53642, 2.41615, 3.36429)
C (2.69403, 0.78177, 4.50405)
H (3.58848, 1.06760, 5.05126)
H (1.82431, 1.16792, 5.03446)
H (2.62264, -0.30472, 4.49328)
H (0.90877, 0.33109, 2.51972)
N (0.67269, 1.16260, 0.01790)
C (1.00199, 0.30049, -1.00086)
O (2.10926, -0.19543, -1.08410)
N (0.02084, 0.02532, -1.92980)
C (-1.29082, 0.43241, -1.76084)
C (-2.31095, 0.04543, -2.63442)
C (-3.60567, 0.47341, -2.42219)
C (-3.92524, 1.29187, -1.34525)
C (-2.93007, 1.67530, -0.47514)
C (-1.61560, 1.25293, -0.67299)
C (-0.59469, 1.65586, 0.29297)
O (-0.80024, 2.35708, 1.25957)
H (-3.13005, 2.30385, 0.37946)
H (-4.94261, 1.61669, -1.19186)
H (-4.37985, 0.15766, -3.10542)
H (-2.11055, -0.60846, -3.46594)
C (0.37046, -0.93662, -2.96514)
H (1.46089, -1.00325, -2.99038)
H (-0.00159, -0.60591, -3.93555)
C (-0.23861, -2.29244, -2.58286)
O (-1.06970, -2.86144, -3.25602)
N (0.22884, -2.74439, -1.39886)
H (0.88429, -2.15681, -0.90242)
C (-0.58353, -3.59734, -0.56307)
H (0.05048, -4.03724, 0.20770)
H (-1.02500, -4.38059, -1.18193)
C (-1.70076, -2.75534, 0.07420)
C (-2.48938, -3.48026, 1.18490)
H (-3.54411, -3.53831, 0.92159)
H (-2.11612, -4.49150, 1.33589)
C (-2.27742, -2.59773, 2.42021)
H (-3.16348, -2.52101, 3.04486)
H (-1.44960, -2.97320, 3.02184)
C (-1.89265, -1.26053, 1.78881)
H (-1.29564, -0.61651, 2.43401)
O (-1.10863, -1.60383, 0.66800)
H (-2.78902, -0.71015, 1.46649)
H (-2.38010, -2.42372, -0.72681)
H (2.74934, 2.71296, -0.50001)
H (5.42297, 3.09487, 0.10039)
H (4.48626, 4.50742, 0.57441)
H (5.58805, 3.75243, 1.73293)

Atoms 1-2, force components in eV/Å:
-0.008 -0.007 -0.039
-0.094 -0.017 -0.042

***

No. 5
Computed, not measured: a 6-piece molecular cluster, C2H18NO5S2 overall at a distorted geometry, with ωB97M-V/def2-TZVPD.

Calculated values
- Strongest force on any atom: 6.3 eV Å⁻¹
- Frontier orbital gap: 8.737 eV
- Multiplicity: 1
- Energy above the lowest of the compared OMol25 structures with the same formula, charge and spin: 80.6 kcal/mol
- Total charge: +1

Geometry (Å):
N (0.28571, 1.29721, 0.38008)
C (0.00928, -0.26327, 0.42401)
C (0.01379, -1.05610, -0.95333)
S (1.56184, -1.26381, -1.77245)
S (3.01382, -1.97119, -0.81542)
H (0.08716, 1.63781, 1.31604)
H (-0.42720, 1.51952, -0.30160)
H (1.13498, 1.64809, 0.22866)
H (-0.98234, -0.21910, 0.79606)
H (0.65738, -0.81632, 1.18470)
H (-0.59863, -2.09294, -0.76221)
H (-0.87752, -0.60274, -1.42508)
H (2.88582, -3.00943, -0.09565)
H (0.39807, 1.61298, -4.72772)
H (0.17462, 0.22661, -4.17799)
O (0.09051, 1.16376, -3.96689)
H (2.45197, -0.31604, 2.22051)
H (2.08475, 0.80421, 3.26444)
O (2.00317, 0.56957, 2.36489)
H (-1.24369, -3.89362, 1.23379)
H (-1.49017, -3.31960, 2.46160)
O (-1.08292, -2.92383, 1.67694)
H (-1.72179, 3.03614, -1.59611)
H (-0.49100, 2.12040, -2.13820)
O (-0.85551, 2.76094, -1.62008)
H (-3.09170, 0.88352, 2.20234)
H (-1.69653, 1.16833, 2.65743)
O (-2.29387, 1.29891, 1.94125)

Atoms 1-2, force components in eV/Å:
-4.101 -4.486 1.524
2.089 -1.429 0.415

***

No. 6
Computed, not measured: a single C3H4OS molecule at a distorted geometry, with ωB97M-V/def2-TZVPD.

Calculated values
- SMILES string: O=C[C@H]1CS1
- Strongest force on any atom: 5.9 eV Å⁻¹
- Frontier orbital gap: 10.265 eV
- Multiplicity: 1
- Energy above the lowest of the compared OMol25 structures with the same formula, charge and spin: 36.5 kcal/mol

Geometry (Å):
C (-0.69562, 1.02308, -0.14382)
C (-0.38584, -0.23886, 0.41924)
C (0.91361, -0.75834, -0.19942)
H (0.09064, 1.58276, -0.45953)
H (-1.32046, -0.94897, 0.50201)
H (1.09929, -0.15494, -1.03339)
H (1.10909, -1.93468, -0.27824)
O (-1.86621, 1.39060, -0.26385)
S (1.05550, 0.03935, 1.45700)

Atoms 1-2, force components in eV/Å:
-5.877 0.211 -0.119
-0.538 -3.628 -0.104

***

> The lowest strongest force on any atom belongs to which entry?

C23H25N3O4

***

> Which value of strongest force on any atom does entry 4 give?

0.7 eV Å⁻¹

***

> Among the records above, which one has the highest multiplicity?

C3H11NO4

***

> energy above the lowest of the compared OMol25 structures with the same formula, charge and spin of number 2 (C3H11NO4)?

11.4 kcal/mol